A | DFT (ωB97M-V/def2-TZVPD) results for a cluster of 12 separate species, C6H35NO12 in total.

Last column: Mulliken charge in e.
Geometry (Å):
C 0.51665 0.32146 1.26033  -0.5804
C -0.54148 -0.49831 0.45624  -0.5710
C -1.45740 -1.13013 1.53303  -0.1692
C -2.03589 -2.25920 0.78568  -0.3399
C -1.48274 -3.49875 0.81021  -0.8940
N -1.09487 0.46438 -0.42894  1.4130
C -0.68673 0.48289 -1.76468  -1.8190
O 0.65291 0.89531 -1.91618  -0.4068
H 1.06423 -0.38733 1.91272  0.2655
H 1.25558 0.64822 0.57851  0.2657
H 0.16910 1.19953 1.86909  0.0454
H -0.07081 -1.31173 -0.16438  0.5429
H -0.84071 -1.60439 2.29006  0.2964
H -2.38681 -0.50178 1.71972  0.3120
H -2.87260 -2.11930 0.07530  0.2802
H -0.70030 -3.86103 1.55555  0.1241
H -1.81153 -4.31290 0.23307  0.3215
H -1.90341 1.04144 -0.03859  0.1860
H -0.55571 -0.59503 -2.30472  0.4552
H -1.22710 1.06448 -2.51555  0.3115
H 0.81928 1.86065 -1.73767  0.2493
H 2.57488 2.25326 1.26761  0.2482
H 3.58684 1.29735 1.25762  0.3732
O 3.04599 1.79123 1.82779  -0.6146
H -4.86623 -0.40234 -0.25124  0.3450
H -3.44911 -0.02825 -0.44686  0.1425
O -4.12282 -0.58187 -0.97199  -0.6361
H -1.73077 1.13402 2.58315  0.3042
H -1.86264 2.59094 3.24702  0.3243
O -2.35627 1.81341 2.94931  -0.6962
H -3.42649 1.84776 -2.08454  0.2501
H -3.17585 2.78752 -0.88648  0.2253
O -3.26055 1.91921 -1.20948  -0.4480
H 3.25645 -1.53190 3.14414  0.2338
H 2.84411 -0.47764 2.15972  0.2712
O 2.78114 -1.38094 2.33584  -0.5405
H 1.51478 -1.02208 -2.47365  0.4177
H 2.73052 -0.10419 -2.58055  0.3110
O 2.49444 -1.08139 -2.56300  -0.7389
H 4.07450 -1.49255 0.55392  0.3296
H 3.88269 -0.70975 -0.77388  0.4210
O 4.59885 -0.71974 -0.02035  -0.6925
H -1.44736 3.07518 0.50684  0.3088
H -0.22778 3.89076 0.35671  0.3072
O -1.17733 3.88969 0.39577  -0.6280
H 1.65306 -3.24804 1.21935  0.3154
H 2.23516 -2.60087 0.02593  0.2203
O 1.68852 -3.37468 0.30267  -0.6242
H -2.60919 -0.87599 -4.15541  0.3334
H -2.49368 -0.36981 -2.81793  0.2998
O -2.35643 -0.04780 -3.76974  -0.5972
H 3.12893 1.61749 -1.65776  0.2142
H 4.31187 2.23091 -0.82115  0.2971
O 3.35011 2.01261 -0.85818  -0.5656

Calculated values
- Highest occupied orbital energy: -8.68 eV
- SMILES string: C=CC[C@H](C)NCO.O.O.O.O.O.O.O.O.O.O.O
- Net charge: 0

---

B | DFT (ωB97M-V/def2-TZVPD) results for a cluster of 12 separate species, C6H35NO12 in total.

Last column: Mulliken charge in e.
Geometry (Å):
C -0.58843 1.85871 -2.67847  0.0308
O -0.03496 3.19772 -2.57543  -0.6279
C -1.77929 1.70345 -1.74188  -1.1680
C -1.27592 1.27249 -0.33813  -0.0275
C -1.20260 -0.25076 -0.20264  -0.8311
C 0.02372 -0.69338 0.09763  -0.3208
N 0.37484 -2.04050 0.06126  -0.0578
C 1.56550 -2.46590 0.84272  -1.0108
H -0.94160 1.78270 -3.70301  0.4298
H 0.20514 1.13884 -2.47569  -0.1615
H -0.07729 3.45678 -1.64800  0.3406
H -2.33580 2.63976 -1.65417  0.4335
H -2.49289 0.99228 -2.14822  0.4516
H -0.28822 1.72154 -0.24286  0.1597
H -1.99585 1.65222 0.37888  -0.0616
H -2.15525 -0.74594 -0.30478  1.3454
H 0.88051 -0.07174 0.28879  0.0081
H -0.36211 -2.72300 0.12760  0.3264
H 1.62628 -3.55082 0.81325  0.3960
H 1.61097 -2.01365 1.83400  0.2608
H 2.39772 -2.16644 0.20599  0.2857
H -0.30181 3.92506 2.62462  0.2836
H -0.44203 2.50870 3.06628  0.4010
O 0.23187 3.12468 2.67939  -0.6921
H -0.17872 0.10112 4.79838  0.2773
H 0.60559 -0.22524 3.51788  0.3422
O -0.22355 -0.43372 3.99811  -0.6657
H -1.63761 -3.24306 -2.54984  0.3111
H -1.40957 -1.84559 -2.48278  0.2837
O -1.79147 -2.52806 -1.90921  -0.6101
H 3.36966 2.87430 -1.62713  0.2385
H 2.02570 2.54646 -2.34193  0.3089
O 2.76558 2.16032 -1.84936  -0.5387
H -1.58928 0.66067 3.29822  0.4361
H -2.42303 1.55771 2.31644  0.2928
O -1.91174 1.56941 3.13642  -0.7309
H -3.78606 -2.13520 1.70338  0.3340
H -3.47906 -0.59631 1.48537  0.3714
O -4.16274 -1.24659 1.63911  -0.6531
H 2.72968 -1.05768 -1.64213  0.3306
H 3.37219 0.19559 -1.03547  0.2665
O 3.28413 -0.76140 -0.91106  -0.6480
H -0.79522 -2.98348 2.72647  0.2772
H -1.47720 -1.83886 3.48359  0.3711
O -1.61301 -2.74399 3.16982  -0.6653
H 0.81400 -2.61614 -2.09684  0.3311
H 1.17101 -1.89355 -3.49452  0.3718
O 0.80555 -2.68212 -3.06397  -0.7171
H 2.92668 -0.70888 -3.44408  0.3120
H 2.24076 0.60029 -3.92403  0.2355
O 2.07766 -0.24571 -3.49541  -0.6115
H 2.26156 0.57157 1.94419  0.2742
H 1.54908 1.80743 2.59059  0.3998
O 1.83693 0.88791 2.75264  -0.7192

Calculated values
- Highest occupied orbital energy: -8.05 eV
- SMILES string: CN/C=C/CCCO.O.O.O.O.O.O.O.O.O.O.O
- Net charge: 0

---

Which one is most stable, and which one is least stable? B is the most stable of them, while A is the least stable.

---

A | DFT (ωB97M-V/def2-TZVPD) results for a structure of composition C6H13N4O2.

Last column: Mulliken charge in e.
Geometry (Å):
C 0.83712 1.43179 -0.78293  -0.1082
C -1.39327 1.23416 0.09303  -0.6675
C -2.73976 1.08153 -0.83421  -0.4485
C -0.28503 0.40709 -0.41187  0.3692
C 1.55025 -1.02895 -0.32199  -0.9968
C 0.51906 -0.56045 1.75349  -0.7593
N -1.37819 -0.39402 -1.77895  0.9315
N -2.56156 0.07804 -1.78759  -0.7047
N 1.06240 1.52723 -2.09073  -0.2197
N 0.25861 -0.77812 0.26913  0.1150
O 1.43686 2.00818 0.10047  -0.5451
O -0.87375 -1.32966 -2.41997  -0.5566
H -0.99208 2.18277 -0.10977  0.3467
H -1.78835 0.88602 1.07242  0.2608
H -3.70392 1.10661 -0.27436  0.3786
H -2.79228 2.03499 -1.39184  0.2876
H 1.34304 -1.31800 -1.33263  0.4409
H 2.29162 -0.23665 -0.42167  0.3751
H 1.99493 -1.92061 0.14178  0.4545
H -0.44859 -0.41522 2.25426  0.3099
H 1.08297 -1.27356 2.50058  0.3287
H 0.93269 0.43278 1.75414  0.4140
H 0.56706 1.09438 -2.84196  0.2323
H 1.76087 2.19649 -2.25527  0.2851
H -0.39359 -1.58646 0.20015  0.4764

Calculated values
- Highest occupied orbital energy: -13.88 eV
- Net charge: +1

---

B | DFT (ωB97M-V/def2-TZVPD) results for the ion C6H13N4O2 with charge +1.

Last column: Mulliken charge in e.
Geometry (Å):
C 0.46400 1.17840 -0.97037  -0.8910
C 0.89752 0.97831 0.23807  0.4952
C -0.53443 -0.02537 -1.24680  0.8915
C 1.84132 1.70281 1.03764  -1.3115
C -2.10304 -0.77463 0.49486  -0.9531
C 1.11179 -1.04423 1.61188  -0.6643
N -0.78763 -0.73739 0.02220  -0.3036
N -1.67260 0.39411 -1.91646  -0.5301
N 0.31683 -1.16303 -1.95675  1.0233
N 0.15151 -0.13551 0.95657  0.0270
O 1.33665 -1.42521 -1.39267  -0.6095
O -0.17312 -1.61067 -2.94557  -0.6086
H 0.61798 1.96731 -1.65763  0.4918
H 2.81136 1.69773 0.43787  0.3210
H 2.00933 1.28822 2.03066  0.3384
H 1.33523 2.71798 1.14566  0.3341
H -2.31750 -1.56011 1.23037  0.2815
H -2.42928 0.27651 0.90100  0.3535
H -2.68445 -0.97773 -0.49912  0.3892
H 1.63680 -1.59138 0.79032  0.3144
H 1.78021 -0.41285 2.34756  0.2884
H 0.45402 -1.76005 2.29431  0.3196
H -2.28697 -0.42890 -2.25090  0.2668
H -1.44593 1.17066 -2.54263  0.2483
H -0.32962 0.27503 1.83994  0.4875

Calculated values
- Highest occupied orbital energy: -13.90 eV
- SMILES string: CC1=C[C@@](N)([N+](=O)[O-])N(C)[N@H+]1C
- Net charge: +1

---

Which one is most stable, and which one is least stable? A is the most stable of them, while B is the least stable.

---

A | DFT (ωB97M-V/def2-TZVPD) results for a cluster of 2 separate species, C5H12IN2 in total.

Last column: Mulliken charge in e.
Geometry (Å):
C -0.25272 0.39262 1.71109  -0.1574
C 1.34336 2.32632 -0.31325  -0.1020
C 0.84035 -0.81123 -1.70616  -0.9857
C -1.78470 -1.52058 1.26432  -0.8479
C 0.10993 0.46961 -1.20633  -0.6729
N 0.66408 1.29807 -0.20153  -0.1874
N -0.55338 -0.85509 1.62940  -0.0850
I 2.23251 3.06272 -2.05039  0.1344
H 0.76779 0.36848 2.19707  0.3346
H -1.04873 1.18251 1.72690  0.3323
H 1.55530 2.99252 0.57269  0.4175
H 1.21297 -1.45015 -0.81945  0.2299
H 0.30490 -1.23211 -2.48550  0.3985
H 1.72358 -0.45549 -2.20491  0.3376
H -1.86865 -2.38381 1.90658  0.3369
H -2.68208 -0.83328 1.42883  0.3095
H -1.71972 -1.89334 0.27795  0.3554
H -0.13471 0.87053 -2.25760  0.3447
H -0.82362 0.03178 -0.90542  0.2392
H 0.11354 -1.56009 1.43571  0.2677

Calculated values
- Highest occupied orbital energy: -13.07 eV
- Net charge: +1

---

B | DFT (ωB97M-V/def2-TZVPD) results for the ion C5H12IN2 with charge +1.

Last column: Mulliken charge in e.
Geometry (Å):
C 1.13879 -0.75260 0.86056  -0.7460
C 0.54067 -1.64041 -0.21580  -0.7286
C 0.74023 1.31782 -0.14561  0.2464
C -1.76628 -1.26391 -0.77192  -0.7481
C 0.32036 2.71353 -0.21583  -1.1273
N 0.56458 0.60021 0.85316  0.0008
N -0.82906 -2.06621 -0.14718  -0.1472
I -2.52119 0.58144 0.33030  -0.0455
H 1.13173 -1.15733 1.97882  0.3816
H 2.20270 -0.75526 0.77440  0.3483
H 0.68483 -1.20049 -1.16916  0.4516
H 1.24384 -2.49599 -0.12618  0.3141
H 1.33217 0.95171 -1.02671  0.3295
H -2.66772 -1.87879 -0.85261  0.4471
H 0.86325 3.49548 0.38501  0.3344
H -0.77598 3.05748 0.04922  0.2416
H 0.31464 2.97390 -1.25954  0.3574
H -1.47064 -0.85340 -1.82569  0.3517
H -1.09292 -2.35494 0.74171  0.2659
H 0.04601 0.72777 1.78304  0.4721

Calculated values
- Highest occupied orbital energy: -12.75 eV
- SMILES string: C/C=[NH+]/CCNCI
- Net charge: +1

---

Which one is most stable, and which one is least stable? B is the most stable of them, while A is the least stable.

---

A | DFT (ωB97M-V/def2-TZVPD) results for an isolated molecule of C3H5P.

Last column: Mulliken charge in e.
Geometry (Å):
C -1.24444 0.34890 0.11244  -0.1094
C -0.03653 0.15064 0.44296  0.0791
C 1.39093 0.13687 -0.17025  -0.7923
P -2.78800 0.18632 -0.31024  -0.2901
H 0.02223 -0.20209 1.43281  0.3080
H 1.72354 -0.85248 -0.46038  0.2717
H 1.37356 0.83128 -1.02464  0.2790
H 2.09117 0.60447 0.64522  0.2411
H -2.53246 -1.20392 -0.66792  0.0128

Calculated values
- Highest occupied orbital energy: -9.29 eV
- SMILES string: CC=C=P
- Net charge: 0

---

B | DFT (ωB97M-V/def2-TZVPD) results for a cluster of 2 separate species, C3H5P in total.

Last column: Mulliken charge in e.
Geometry (Å):
C -1.54864 0.17679 0.14334  0.3541
C -2.98249 0.07074 0.36567  -0.7028
C -2.49832 0.61029 -0.79623  0.0135
P 2.04702 -0.32802 0.16843  -0.1629
H -0.54542 -0.08256 0.25429  -0.0404
H 2.49506 0.42293 1.18147  0.0527
H -2.56789 0.91232 -1.78894  0.3566
H 2.34206 -1.44044 0.87353  0.0595
H 3.25862 -0.34205 -0.40156  0.0696

Calculated values
- Highest occupied orbital energy: -8.63 eV
- SMILES string: C1=CC=1.P
- Net charge: 0

---

Which one is most stable, and which one is least stable? A is the most stable of them, while B is the least stable.

---

A | DFT (ωB97M-V/def2-TZVPD) results for an isolated molecule of C2H2O3.

Last column: Mulliken charge in e.
Geometry (Å):
C -0.91265 0.49545 -0.36027  0.5397
C 0.62623 -0.01034 -0.12653  0.0464
O -1.87742 0.41163 -1.07972  -0.4965
O -0.28955 1.17999 0.54719  -0.3489
O 0.85853 -1.13878 0.53379  -0.4167
H 1.55721 0.50347 -0.42106  0.3474
H 0.03765 -1.44144 0.90660  0.3286

Calculated values
- Highest occupied orbital energy: -9.84 eV
- SMILES string: O=C1O[C@H]1O
- Net charge: 0

---

B | DFT (ωB97M-V/def2-TZVPD) results for an isolated molecule of C2H2O3.

Last column: Mulliken charge in e.
Geometry (Å):
C 0.96243 -0.45973 -0.22144  -0.1097
C -0.06697 0.33425 -0.45264  0.3953
O 1.66279 -1.35050 -0.80056  -0.4024
O -2.14627 0.77739 0.61106  -0.3193
O -0.93733 1.17560 -0.19686  -0.2895
H 2.50429 -1.70374 -0.43899  0.3906
H -1.97894 1.22675 1.49943  0.3348

Calculated values
- Highest occupied orbital energy: -8.88 eV
- SMILES string: OC#COO
- Net charge: 0

---

Which one is most stable, and which one is least stable? A is the most stable of them, while B is the least stable.

---

A | DFT (ωB97M-V/def2-TZVPD) results for an isolated molecule of C2H2O3.

Last column: Mulliken charge in e.
Geometry (Å):
C 0.04027 0.46213 1.63160  -0.1957
C 0.67757 0.04914 -0.46283  0.7493
O 1.80869 0.32350 -0.43722  -0.2944
O -0.22317 -0.45912 -1.89437  -0.5309
O -0.22264 -0.08452 0.42297  -0.1920
H -1.03018 0.29566 2.23179  0.1614
H -1.05053 -0.58680 -1.49194  0.3024

Calculated values
- Highest occupied orbital energy: -10.48 eV
- Net charge: 0

---

B | DFT (ωB97M-V/def2-TZVPD) results for an isolated molecule of C2H2O3.

Last column: Mulliken charge in e.
Geometry (Å):
C -0.60028 1.02686 0.43336  -0.2593
C 0.50806 0.28867 0.38000  0.3398
O -0.03188 1.78192 1.47473  -0.1535
O 1.14011 1.00581 1.37469  -0.1707
O 0.90468 -0.71053 -0.61699  -0.4468
H -1.56709 1.13382 -0.00417  0.3551
H 1.68601 -1.14990 -0.24226  0.3355

Calculated values
- Highest occupied orbital energy: -9.02 eV
- SMILES string: Oc1coo1
- Net charge: 0

---

C | DFT (ωB97M-V/def2-TZVPD) results for an isolated molecule of C2H2O3.

Last column: Mulliken charge in e.
Geometry (Å):
C -0.36126 0.30718 0.02388  0.6205
C 1.08469 -0.16648 -0.25449  -0.0139
O -0.83594 1.30754 -0.47154  -0.4996
O 1.49088 -1.22288 0.18383  -0.3877
O -1.18584 -0.56061 0.76787  -0.4070
H 1.80782 0.35636 -0.97972  0.3385
H -2.00035 -0.02111 0.73017  0.3492

Calculated values
- Highest occupied orbital energy: -10.72 eV
- SMILES string: O=CC(=O)O
- Net charge: 0

---

Which one is most stable, and which one is least stable? C is the most stable of them, while B is the least stable.